Record 1
C41H35As2BrN4O4S2W as an isolated structure at a distorted geometry. Source: OMol25; level of theory: wB97M-V/def2-TZVPD.

- strongest force on any atom (eV/Å) = 2.1
- LUMO (spin up / spin down) (eV) = -5.7 / -6.0
- calculated total energy (a.u.) = -10011.9801
- spin multiplicity = 3
- energy above the lowest of the compared OMol25 structures with the same formula, charge and spin (kJ/mol) = 93.2
- frontier orbital gap (spin up / spin down) (eV) = 7.82 / 7.46
- HOMO level (spin up / spin down) (eV) = -13.5 / -13.5
- net charge = +2

Last column: Löwdin spin population.
Geometry (Å):
1 W 0.07559 -0.11771 0.11394  1.630
2 C 3.12792 -1.10713 -2.11808  -0.004
3 C 2.50909 -2.45570 -1.84017  -0.002
4 As 0.64781 -2.16247 -1.46008  0.020
5 C 0.16085 -1.58587 -3.27273  0.019
6 C 0.72857 -2.26155 -4.35304  0.002
7 C 0.40267 -1.91432 -5.65227  0.001
8 C -0.50543 -0.89053 -5.89623  0.000
9 C -1.10256 -0.23975 -4.83006  0.000
10 C -0.77672 -0.59463 -3.52416  0.003
11 C -0.14053 -3.90029 -1.49741  -0.002
12 C -1.27046 -4.12104 -2.27606  -0.002
13 C -1.84784 -5.38342 -2.29804  0.000
14 C -1.31067 -6.41301 -1.53591  -0.001
15 C -0.19281 -6.18373 -0.74433  0.000
16 C 0.39139 -4.92387 -0.71861  -0.001
17 As 2.57028 0.17419 -0.80204  -0.003
18 C 3.73158 1.64205 -1.23816  -0.004
19 C 4.57947 2.21230 -0.30643  -0.002
20 C 5.43795 3.22583 -0.71769  0.000
21 C 5.43145 3.66482 -2.03223  -0.002
22 C 4.55569 3.10066 -2.95175  0.000
23 C 3.69437 2.09205 -2.55398  -0.001
24 C 3.60327 -0.46544 0.73086  0.012
25 C 3.40124 0.13187 1.97287  0.003
26 C 4.22306 -0.17580 3.04872  0.000
27 C 5.26086 -1.08531 2.89568  0.001
28 C 5.48651 -1.66115 1.65377  0.001
29 C 4.67324 -1.33890 0.57550  0.002
30 H 2.80151 -0.74708 -3.09507  0.000
31 H 4.21380 -1.09601 -2.12224  -0.001
32 H 3.00045 -2.93509 -0.99305  0.000
33 H 2.55610 -3.14406 -2.67692  -0.001
34 H 1.40899 -3.08869 -4.20510  0.000
35 H 0.85476 -2.45016 -6.47673  0.000
36 H -0.75091 -0.61347 -6.91274  0.000
37 H -1.82173 0.54966 -5.00510  0.000
38 H -1.27525 -0.07968 -2.72220  0.002
39 H -1.69378 -3.32737 -2.87721  0.000
40 H -2.71636 -5.56321 -2.91870  0.000
41 H -1.76038 -7.39699 -1.56314  0.000
42 H 0.22550 -6.98416 -0.14803  0.000
43 H 1.26349 -4.76155 -0.09818  0.000
44 H 4.59824 1.88588 0.72255  0.000
45 H 6.11238 3.67201 0.00131  0.000
46 H 6.10533 4.45244 -2.34183  0.000
47 H 4.53655 3.45132 -3.97509  0.000
48 H 2.99488 1.67633 -3.26905  0.000
49 H 2.62578 0.87489 2.10472  0.000
50 H 4.06692 0.31470 4.00179  0.000
51 H 5.90795 -1.32129 3.73041  0.000
52 H 6.31205 -2.34754 1.51441  0.000
53 H 4.91009 -1.77177 -0.38576  0.000
54 N 0.13757 -1.01966 4.16320  0.018
55 C 1.00658 -2.08929 3.95327  0.001
56 C 1.61458 -2.97707 4.83832  0.002
57 C 2.42806 -3.93080 4.27549  -0.001
58 C 2.62267 -4.00154 2.87795  0.001
59 C 2.01273 -3.11965 2.02025  0.002
60 C 1.19182 -2.13954 2.57722  0.012
61 N 0.44740 -1.11066 1.98405  0.036
62 C -0.17893 -0.51547 2.97060  0.032
63 C -1.26756 0.45958 2.74465  0.003
64 C -2.03587 1.09270 3.65173  0.006
65 S -3.20393 2.03752 2.85507  0.001
66 C -2.60549 1.53646 1.35539  0.002
67 N -1.59891 0.71467 1.43499  -0.001
68 H -0.26543 -0.74518 5.04466  0.001
69 H 1.44532 -2.93274 5.90603  0.000
70 H 2.92323 -4.64776 4.91645  0.000
71 H 3.27553 -4.76594 2.47736  0.000
72 H 2.16905 -3.17831 0.95583  0.001
73 H -1.98035 1.06390 4.72933  0.000
74 H -3.00869 1.90837 0.42498  0.000
75 O 1.27820 3.06842 -1.02963  0.008
76 S 0.19267 2.51730 -0.29952  0.019
77 O -0.85515 3.37699 0.15239  0.006
78 O -0.43274 1.29975 -1.12134  0.147
79 O 0.73394 1.59587 0.89506  0.004
80 Br -5.50400 -0.65746 -1.56234  -0.001
81 C -4.06661 -1.50184 -0.72005  0.000
82 C -4.19474 -2.74327 -0.11522  0.004
83 C -3.08443 -3.28966 0.50245  0.000
84 C -1.88315 -2.59613 0.47786  0.008
85 N -1.75808 -1.41108 -0.12773  0.009
86 C -2.83808 -0.86405 -0.69347  0.007
87 H -5.14397 -3.26387 -0.12512  0.000
88 H -3.12962 -4.24867 0.99929  0.000
89 H -1.00632 -3.00954 0.95510  0.001
90 H -2.72073 0.11145 -1.14662  0.001

Record 2
C41H35BrN10O5SSr as an isolated structure at a distorted geometry. Source: OMol25; level of theory: wB97M-V/def2-TZVPD.

- strongest force on any atom (eV/Å) = 1.9
- LUMO (eV) = -0.7
- calculated total energy (a.u.) = -5510.2264
- energy above the lowest of the compared OMol25 structures with the same formula, charge and spin (kJ/mol) = 37.1
- frontier orbital gap (eV) = 6.20
- HOMO level (eV) = -6.9
- net charge = 0

Last column: Löwdin charge in e.
Geometry (Å):
1 Sr 0.03699 0.20419 -0.84251  1.528
2 C 1.57192 -0.62376 2.67897  -0.211
3 C 0.26655 0.00663 3.20578  -0.197
4 N -0.54041 0.53208 2.10306  -0.095
5 C -1.92549 0.05702 2.04029  -0.211
6 C -2.02741 -1.45230 1.78803  -0.191
7 N -1.23672 -1.87878 0.63572  -0.113
8 C -0.42609 -3.07273 0.83731  -0.196
9 C 0.70171 -2.78003 1.84067  -0.197
10 N 1.27861 -1.48105 1.55815  -0.088
11 H 2.23331 0.16885 2.32409  0.097
12 H 2.08606 -1.13265 3.50985  0.116
13 H -0.30246 -0.76070 3.73370  0.102
14 H 0.51396 0.77750 3.94211  0.116
15 H -0.54358 1.54390 2.11356  0.095
16 H -2.49342 0.28887 2.95471  0.118
17 H -2.40164 0.56495 1.20085  0.096
18 H -1.69042 -1.99634 2.67205  0.100
19 H -3.09074 -1.68148 1.66618  0.124
20 H -1.83914 -1.99768 -0.16814  0.086
21 H -1.00525 -3.93903 1.18953  0.116
22 H 0.02728 -3.32416 -0.12470  0.117
23 H 0.30100 -2.76958 2.85672  0.104
24 H 1.43375 -3.59518 1.80066  0.118
25 H 2.01889 -1.53410 0.87185  0.084
26 S 1.04947 8.05982 -2.89926  1.010
27 N 1.74201 7.16936 -1.74627  -0.219
28 C 1.18311 5.97538 -1.79418  -0.304
29 C 1.46865 4.87175 -0.91097  -0.078
30 C 2.46676 4.93774 0.06234  0.015
31 C 2.62958 3.87030 0.91231  -0.023
32 C 1.75025 2.79814 0.79369  -0.117
33 N 0.81556 2.70634 -0.13485  0.051
34 C 0.69441 3.70195 -1.02248  -0.138
35 C -0.25468 3.54272 -2.13485  -0.127
36 N -0.83131 2.34491 -2.31293  0.089
37 C -1.65190 2.18509 -3.33611  -0.084
38 C -1.99118 3.20094 -4.22933  -0.015
39 C -1.41552 4.43574 -4.05912  0.011
40 C -0.51387 4.61506 -3.00923  -0.082
41 C 0.18476 5.86103 -2.80655  -0.303
42 N 0.01705 6.97319 -3.49603  -0.218
43 H 3.07978 5.82697 0.12402  0.121
44 H 3.40230 3.86197 1.66820  0.112
45 H 1.80372 1.97117 1.49286  0.090
46 H -2.07779 1.20296 -3.46767  0.097
47 H -2.68237 2.99833 -5.03502  0.114
48 H -1.62908 5.26995 -4.71422  0.120
49 Br -1.03720 -7.94396 -2.79025  0.713
50 C -2.06585 -6.62043 -3.68934  -0.693
51 C -2.89608 -5.78974 -2.95452  -0.120
52 C -3.63008 -4.81756 -3.60748  -0.021
53 C -3.55388 -4.67195 -4.99762  -0.306
54 C -2.73980 -5.54758 -5.71772  -0.036
55 C -1.98361 -6.50555 -5.06641  -0.128
56 N -4.41304 -3.79927 -5.68230  0.058
57 N -4.66701 -2.63147 -5.32278  0.063
58 C -3.94756 -1.92077 -4.36778  -0.267
59 C -4.70568 -1.05944 -3.57688  -0.027
60 C -4.18513 -0.39557 -2.48282  -0.018
61 C -2.82812 -0.51302 -2.11738  -0.432
62 O -2.31824 0.06481 -1.10736  -0.239
63 C -1.98821 -1.29654 -3.02188  -0.169
64 N -0.66079 -1.28183 -2.75682  0.021
65 C 0.16998 -1.87951 -3.58251  -0.112
66 C -0.26003 -2.46978 -4.77794  -0.026
67 C -1.59880 -2.49031 -5.06631  -0.001
68 C -2.53168 -1.95755 -4.14973  -0.100
69 H -2.96798 -5.90297 -1.88142  0.100
70 H -4.28774 -4.16397 -3.04792  0.121
71 H -2.69083 -5.45765 -6.79599  0.116
72 H -1.34177 -7.17078 -5.62767  0.101
73 H -5.75907 -0.97226 -3.81541  0.113
74 H -4.81405 0.23710 -1.86912  0.111
75 H 1.21980 -1.85752 -3.31093  0.108
76 H 0.45947 -2.88419 -5.47062  0.109
77 H -1.94131 -2.87893 -6.01268  0.113
78 O 2.08946 1.18128 -1.95952  -0.097
79 C 2.67758 0.15338 -1.56298  -0.650
80 O 2.07298 -0.86332 -1.11190  -0.234
81 C 4.18670 0.11897 -1.59229  -0.126
82 C 4.89602 1.23380 -2.01198  -0.019
83 C 6.29120 1.24281 -2.04731  0.016
84 C 6.92817 0.09256 -1.65329  -0.212
85 O 8.27103 -0.16552 -1.60316  0.033
86 C 8.40355 -1.50336 -1.13721  -0.141
87 O 7.10515 -2.01544 -0.87344  0.031
88 C 6.22282 -1.02314 -1.22213  -0.199
89 C 4.85518 -1.04210 -1.17943  0.071
90 H 4.33368 2.10593 -2.31813  0.114
91 H 6.85226 2.11088 -2.36527  0.118
92 H 8.99946 -1.51465 -0.22029  0.135
93 H 8.89299 -2.11403 -1.90226  0.136
94 H 4.30181 -1.91005 -0.84995  0.128